1.
{"formula": "C2H4FPS", "method": "ωB97M-V/def2-TZVPD", "e_above_lowest_kcal_mol": 75.00, "e_tot_ev": -24975.708, "gap_ev": [7.357, 7.806], "species": ["C", "C", "F", "P", "S", "H", "H", "H", "H"], "positions_angstrom": [[1.55, -0.17, -0.03], [-1.12, -0.14, 0.52], [1.22, -1.50, 0.03], [0.22, 1.06, 0.17], [3.08, 0.28, -0.42], [-1.27, -0.71, -0.31], [-2.03, 0.25, 0.97], [-0.86, -0.77, 1.42], [-0.79, 1.70, -2.36]], "lowdin_charge": [-1.120, -0.404, -0.101, 0.853, 0.643, -0.016, 0.026, 0.064, 0.054]}

2.
{"formula": "C2H4FeO3", "method": "ωB97M-V/def2-TZVPD", "e_tot_ev": -42667.097, "multiplicity": 5, "gap_ev": [9.113, 8.667], "species": ["O", "C", "C", "O", "H", "H", "H", "Fe", "O", "H"], "positions_angstrom": [[-0.43, -1.26, 0.09], [0.76, -0.98, 0.24], [1.31, 0.15, -0.59], [0.33, 0.94, -1.12], [1.19, -1.12, 1.30], [1.95, -0.35, -1.35], [2.03, 0.67, 0.08], [-1.37, 0.44, -0.55], [-2.51, 1.00, 0.74], [-3.24, 0.52, 1.15]], "lowdin_spin": [0.044, 0.022, 0.017, 0.120, 0.002, 0.003, 0.002, 3.630, 0.143, 0.017]}

3.
{"formula": "C2H4HoLiO", "method": "ωB97M-V/def2-TZVPD", "e_tot_ev": -30177.745, "charge": 1, "multiplicity": 6, "gap_ev": [6.635, 6.557], "species": ["O", "Li", "C", "C", "H", "H", "H", "Ho", "H"], "positions_angstrom": [[-0.06, -0.73, 0.50], [0.42, -2.42, -0.10], [-1.28, -0.24, 0.71], [-1.76, 0.92, 0.19], [-1.92, -0.83, 1.39], [-1.11, 1.56, -0.42], [-3.71, 1.26, -1.38], [2.15, -0.01, 0.75], [-2.65, 1.37, 0.63]], "lowdin_spin": [0.001, -0.005, 0.033, 0.074, 0.001, 0.005, 0.834, 4.025, 0.033]}

4.
{"formula": "C2H4I2O", "method": "ωB97M-V/def2-TZVPD", "e_above_lowest_kcal_mol": 60.16, "e_tot_ev": -20384.585, "gap_ev": 8.488, "species": ["C", "C", "O", "I", "I", "H", "H", "H", "H"], "positions_angstrom": [[-0.10, -0.28, 0.67], [1.73, 0.18, -0.49], [-1.05, 0.38, 0.01], [2.29, -1.58, -1.56], [1.44, 1.87, -1.79], [-0.12, -1.43, 0.58], [0.22, 0.30, 1.43], [2.40, 0.51, 0.23], [-1.20, 0.00, -0.80]], "lowdin_charge": [-0.124, -1.197, -0.062, 0.622, 0.652, 0.117, 0.046, -0.107, 0.051]}

5.
{"formula": "C2H4I2S", "method": "ωB97M-V/def2-TZVPD", "e_above_lowest_kcal_mol": 25.97, "e_tot_ev": -29173.492, "gap_ev": [7.026, 7.029], "species": ["C", "C", "S", "I", "I", "H", "H", "H", "H"], "positions_angstrom": [[0.82, -0.56, 0.07], [-0.08, 0.47, -0.33], [-0.46, 1.63, 1.01], [-2.32, -1.20, -0.68], [0.28, 1.29, -2.25], [0.69, -1.32, -0.76], [1.77, -0.21, 0.06], [0.54, -1.01, 1.05], [-1.24, 0.91, 1.83]], "lowdin_charge": [-0.375, -1.365, 0.647, 0.179, 0.842, 0.065, 0.037, 0.090, -0.120]}

6.
{"formula": "C2H4IN", "method": "ωB97M-V/def2-TZVPD", "e_above_lowest_kcal_mol": 24.67, "e_tot_ev": -11727.940, "gap_ev": 9.816, "species": ["C", "C", "N", "I", "H", "H", "H", "H"], "positions_angstrom": [[-0.46, -1.66, -1.39], [0.29, 1.21, 1.49], [-0.35, -2.42, -2.26], [-0.39, 2.87, 0.27], [0.72, 1.66, 2.38], [0.99, 0.57, 0.99], [-0.61, 0.70, 1.71], [-0.20, -2.92, -3.18]], "lowdin_charge": [-0.094, -0.551, 0.008, 0.583, -0.020, -0.011, -0.033, 0.117]}

7.
{"formula": "C2H4IN", "method": "ωB97M-V/def2-TZVPD", "e_above_lowest_kcal_mol": 29.01, "e_tot_ev": -11727.752, "gap_ev": 9.906, "species": ["C", "N", "C", "I", "H", "H", "H", "H"], "positions_angstrom": [[0.92, -1.09, -0.01], [0.85, 0.10, -0.33], [-0.51, 0.98, 0.02], [-2.32, -0.08, 0.02], [1.79, -1.52, -0.49], [0.23, -1.51, 0.63], [-0.33, 1.34, 0.97], [-0.62, 1.77, -0.80]], "lowdin_charge": [-0.142, -0.072, -0.652, 0.738, 0.076, 0.015, -0.013, 0.050]}

8.
{"formula": "C2H4IN", "method": "ωB97M-V/def2-TZVPD", "e_above_lowest_kcal_mol": 85.17, "e_tot_ev": -11725.316, "gap_ev": [9.315, 8.464], "species": ["C", "C", "N", "I", "H", "H", "H", "H"], "positions_angstrom": [[-1.25, -1.18, -0.11], [0.95, 1.14, 0.21], [-1.05, -0.30, 0.77], [1.80, 0.68, -1.56], [-2.10, -1.79, 0.19], [-0.50, -1.32, -0.93], [0.65, 2.10, 0.44], [1.51, 0.68, 1.00]], "lowdin_charge": [-0.186, -0.647, 0.054, 0.786, 0.062, 0.031, -0.055, -0.044]}

9.
{"formula": "C2H4IN3", "method": "ωB97M-V/def2-TZVPD", "e_above_lowest_kcal_mol": 1.31, "e_tot_ev": -14704.874, "multiplicity": 3, "gap_ev": [6.234, 7.503], "species": ["C", "C", "N", "N", "N", "I", "H", "H", "H", "H"], "positions_angstrom": [[-0.41, -0.75, -0.56], [0.40, -1.91, -0.36], [-1.02, 0.21, -0.71], [-1.16, 2.25, 0.80], [-0.18, 1.92, 1.33], [1.82, 2.20, 0.52], [0.13, -2.68, -1.07], [1.44, -1.64, -0.49], [0.25, -2.28, 0.66], [-1.26, 2.68, -0.12]], "lowdin_spin": [0.001, 0.000, 0.018, 0.720, 0.691, 0.517, 0.000, 0.000, 0.000, 0.053]}

10.
{"formula": "C2H4IN4", "method": "ωB97M-V/def2-TZVPD", "e_above_lowest_kcal_mol": 37.40, "e_tot_ev": -16190.418, "charge": 1, "gap_ev": 9.006, "species": ["I", "C", "N", "N", "N", "C", "N", "H", "H", "H", "H"], "positions_angstrom": [[0.99, 2.35, -2.16], [0.33, 0.43, -1.59], [-1.04, 0.30, -1.83], [-1.91, 0.25, -1.02], [-1.60, 0.29, 0.36], [-0.34, 0.00, 0.76], [0.65, 0.07, -0.14], [0.84, -0.36, -2.14], [-2.33, 0.40, 1.05], [-0.07, -0.36, 1.74], [1.64, 0.01, 0.16]], "lowdin_charge": [0.967, -0.787, -0.018, 0.082, 0.093, -0.014, 0.071, 0.097, 0.168, 0.161, 0.180]}

11.
{"formula": "C2H4INO", "method": "ωB97M-V/def2-TZVPD", "e_above_lowest_kcal_mol": 179.68, "e_tot_ev": -13768.630, "gap_ev": [7.405, 8.066], "species": ["C", "C", "N", "O", "I", "H", "H", "H", "H"], "positions_angstrom": [[-0.19, -0.02, -1.70], [0.66, -0.08, 1.28], [-1.38, -0.50, 0.16], [-0.62, -0.68, 1.19], [-1.41, 0.10, -3.34], [0.26, 0.94, -1.69], [0.97, 0.06, 0.27], [1.32, -0.63, 2.10], [0.38, 0.80, 1.73]], "lowdin_charge": [-0.617, -0.059, 0.105, -0.251, 0.710, -0.123, 0.031, 0.147, 0.058]}

12.
{"formula": "C2H4INO", "method": "ωB97M-V/def2-TZVPD", "e_above_lowest_kcal_mol": 29.70, "e_tot_ev": -13771.255, "multiplicity": 3, "gap_ev": [5.967, 5.942], "species": ["C", "C", "N", "O", "I", "H", "H", "H", "H"], "positions_angstrom": [[-0.69, -0.11, 0.05], [0.62, 0.47, -0.30], [-1.76, 0.32, -0.38], [1.78, 0.15, 0.33], [-0.45, -1.64, 1.53], [0.52, 1.55, -0.30], [0.72, 0.40, -1.36], [-2.54, -0.25, -0.07], [1.79, -0.89, 0.50]], "lowdin_spin": [0.411, 0.041, 0.177, 0.058, 1.250, 0.012, 0.003, 0.040, 0.007]}